[1]
Density functional theory data (wB97M-V/def2-TZVPD) for a cluster of 6 separate species, ClH10O5 in total.

The calculation puts the HOMO energy at -6.09 eV. The max |F| comes out at 0.58 eV/Å. Its orbital gap is 9.75 eV. For the energy above the lowest of the compared OMol25 structures with the same formula, charge and spin, the calculation gives 2.6 kcal per mole. The calculation puts the total energy at -22925.9344 eV. Its LUMO energy is 3.658 eV.

The geometry in ORCA input format:
```
! wB97M-V def2-TZVPD RIJCOSX def2/J DEFGRID3
* xyz -1 1
Cl -0.21 -0.62 -0.29
O 1.81 0.94 -2.50
O 0.67 2.17 1.45
O -2.22 -2.97 0.83
O 2.38 -0.83 1.87
O -2.34 1.38 -1.56
H 0.30 2.04 2.33
H 1.39 0.71 -3.33
H -2.15 -3.40 -0.03
H 0.64 1.29 1.03
H -1.42 -2.42 0.87
H 1.69 -0.58 2.49
H 1.31 0.45 -1.83
H -1.88 2.15 -1.23
H 1.92 -0.93 1.02
H -1.88 0.63 -1.11
*
```

---

[2]
Density functional theory data (wB97M-V/def2-TZVPD) for a cluster of 9 separate species, C42H102B2F8N9O10 in total in a non-equilibrium geometry.

The calculation puts the HOMO energy at -17.44 eV. The max |F| comes out at 5.82 eV/Å. Its orbital gap is 7.87 eV. The calculation puts the total energy at -102145.7376 eV. Its LUMO energy is -9.571 eV.

The geometry in ORCA input format:
```
! wB97M-V def2-TZVPD RIJCOSX def2/J DEFGRID3
* xyz 5 1
F -17.76 11.09 9.91
F -15.25 9.96 5.67
F -16.84 10.55 7.82
F -17.30 12.61 8.33
F -15.50 7.96 4.59
F -19.04 11.10 7.95
F -15.55 9.78 3.39
F -17.27 9.36 4.73
O -16.78 14.48 13.34
O -20.91 15.34 13.58
O -14.56 5.40 6.48
O -24.18 14.35 11.93
O -15.68 16.27 9.29
O -19.05 7.03 1.68
O -18.47 6.67 6.74
O -20.74 10.21 3.81
O -21.24 13.03 10.88
O -22.50 10.02 10.58
N -13.14 14.86 7.66
N -18.73 15.67 4.72
N -17.71 13.65 4.94
N -24.22 12.42 9.90
N -21.31 8.73 1.50
N -15.65 16.90 12.29
N -15.90 7.73 7.42
N -13.96 13.13 8.91
N -22.00 12.65 13.59
C -14.99 15.51 12.19
C -17.17 13.23 13.92
C -21.43 7.29 1.97
C -14.10 5.84 7.74
C -17.89 6.29 1.25
C -13.24 14.31 8.94
C -12.57 16.08 7.29
C -20.54 13.73 9.84
C -18.72 13.69 5.87
C -18.47 7.72 7.73
C -15.97 14.41 12.18
C -19.00 17.05 4.41
C -19.61 6.55 5.90
C -25.49 13.89 11.45
C -16.74 17.30 11.26
C -13.58 5.66 5.43
C -14.40 12.94 7.57
C -23.75 9.89 9.92
C -24.25 11.11 9.10
C -25.34 12.44 11.03
C -22.10 10.16 3.56
C -14.03 10.83 9.71
C -18.07 18.04 5.20
C -16.72 12.65 4.87
C -20.24 6.39 1.58
C -19.38 14.96 5.73
C -21.31 10.21 9.76
C -22.25 9.93 2.05
C -20.48 10.15 5.23
C -20.19 12.47 11.82
C -14.43 7.35 7.96
C -16.81 15.61 8.65
C -21.60 13.51 14.84
C -13.85 14.04 6.84
C -20.57 14.52 14.67
C -17.65 14.92 4.31
C -20.88 11.77 13.06
C -16.11 17.46 9.90
C -20.09 16.44 13.32
C -14.31 12.26 10.02
C -23.96 15.77 11.72
C -17.10 7.79 8.43
B -15.90 9.28 4.58
B -17.73 11.32 8.53
H -22.79 12.09 13.86
H -17.06 6.99 1.39
H -19.25 7.68 8.49
H -19.62 14.01 14.58
H -13.92 14.40 5.83
H -17.97 5.97 0.22
H -20.51 10.11 10.50
H -19.56 11.69 11.39
H -17.64 13.30 14.90
H -23.54 9.05 9.26
H -20.83 11.02 5.78
H -20.54 15.10 15.60
H -13.31 16.87 7.21
H -22.56 13.92 15.16
H -17.94 12.70 13.37
H -12.77 14.59 9.87
H -21.80 10.77 1.53
H -15.20 18.05 9.96
H -22.37 13.19 12.82
H -25.74 14.40 10.52
H -18.59 8.64 7.15
H -15.38 12.36 10.23
H -20.29 5.53 2.25
H -25.21 11.10 8.59
H -16.53 14.24 11.26
H -20.21 17.04 14.22
H -15.73 13.11 4.92
H -24.06 16.03 10.67
H -20.34 8.99 1.50
H -24.45 13.10 9.19
H -24.52 9.59 10.64
H -17.03 17.74 5.15
H -20.16 11.66 13.87
H -21.36 7.54 3.03
H -16.77 18.03 9.25
H -17.48 16.50 11.28
H -20.55 6.70 6.44
H -23.26 9.72 1.70
H -21.46 8.73 0.50
H -16.98 12.12 3.96
H -16.28 12.66 14.17
H -16.73 12.04 5.77
H -19.03 16.29 13.13
H -25.13 11.75 11.85
H -13.02 5.68 7.85
H -19.39 10.11 5.20
H -19.48 13.28 12.02
H -13.88 4.91 4.71
H -20.33 15.27 6.13
H -23.31 12.67 10.27
H -17.20 18.18 11.69
H -18.88 17.21 3.34
H -20.39 16.95 12.41
H -16.87 8.55 9.17
H -19.73 13.11 9.45
H -18.88 12.80 6.46
H -15.73 8.56 6.87
H -21.33 12.86 15.67
H -26.25 12.08 10.55
H -16.39 14.72 8.18
H -16.09 6.96 6.79
H -13.64 12.56 10.83
H -24.67 16.41 12.24
H -22.61 11.10 3.77
H -17.56 15.42 9.42
H -22.47 7.00 1.77
H -22.94 15.97 12.07
H -12.26 16.13 6.25
H -15.00 12.08 7.32
H -26.23 14.05 12.24
H -18.08 19.06 4.82
H -14.36 10.27 10.59
H -14.64 5.21 8.44
H -14.65 10.48 8.88
H -21.31 11.21 9.34
H -20.41 6.00 0.58
H -13.65 6.71 5.13
H -14.30 15.46 13.03
H -21.29 9.38 9.05
H -21.30 10.79 12.85
H -14.33 15.58 11.32
H -19.52 7.21 5.04
H -20.05 17.29 4.57
H -12.98 10.58 9.62
H -21.28 13.88 9.06
H -19.60 5.51 5.56
H -15.98 17.13 13.22
H -14.41 7.53 9.03
H -17.83 5.39 1.87
H -12.53 5.55 5.68
H -15.36 13.52 12.33
H -17.34 16.17 7.88
H -23.47 11.26 8.35
H -14.90 17.57 12.25
H -20.19 14.70 10.22
H -16.90 15.19 3.59
H -13.69 8.03 7.54
H -22.48 9.31 4.13
H -18.41 18.30 6.20
H -20.93 9.22 5.56
H -17.11 6.89 9.04
H -11.76 16.28 8.00
*
```

---

[3]
Density functional theory data (wB97M-V/def2-TZVPD) for the molecule C3H6OSe in a non-equilibrium geometry.

The calculation puts the HOMO energy at -8.34 eV. The max |F| comes out at 5.73 eV/Å. Its SMILES is C1C[Se]CO1. Its orbital gap is 8.77 eV. For the energy above the lowest of the compared OMol25 structures with the same formula, charge and spin, the calculation gives 18.2 kcal per mole. The calculation puts the total energy at -70600.0249 eV. Its LUMO energy is 0.432 eV.

The geometry in ORCA input format:
```
! wB97M-V def2-TZVPD RIJCOSX def2/J DEFGRID3
* xyz 0 1
Se -2.00 0.05 0.16
O 0.68 -0.89 -0.57
C 0.87 0.35 0.04
C -0.29 -1.52 0.23
C -0.39 1.21 -0.30
H -0.32 1.56 -1.29
H 1.01 0.41 1.19
H -0.54 2.16 0.19
H -0.69 -2.37 -0.39
H -0.08 -1.66 1.22
H 1.74 0.69 -0.49
*
```

---

[4]
Density functional theory data (wB97M-V/def2-TZVPD) for a cluster of 15 separate species, C34H105N7O15 in total in a non-equilibrium geometry.

The calculation puts the HOMO energy (alpha / beta) at -10.38 / -10.38 eV. As for the expectation value of S²: 0.75. The max |F| comes out at 4.56 eV/Å. Its orbital gap (alpha / beta) is 7.64 / 2.58 eV. The calculation puts the total energy at -78091.4342 eV. Its LUMO energy (alpha / beta) is -2.733 / -7.790 eV.

The geometry in ORCA input format:
```
! wB97M-V def2-TZVPD RIJCOSX def2/J DEFGRID3
* xyz 1 2
O 2.97 -3.24 4.54
O 4.50 -1.73 -2.52
O 3.39 0.12 -4.28
O -6.14 -4.38 -1.78
O -1.75 -5.83 -2.77
O 1.38 4.12 -0.44
O 3.01 2.54 -1.87
O 6.63 2.31 0.79
O -0.01 -3.09 1.10
O -4.63 3.19 -2.05
O -2.16 1.53 1.82
O 0.24 3.01 2.05
O -1.04 -0.70 5.35
O 0.08 3.45 -5.07
O -0.37 -0.26 -1.64
N 7.16 4.12 3.03
N 2.52 -0.03 -1.50
N 0.48 -3.14 -1.65
N -2.22 4.93 -6.13
N -1.25 -0.99 2.66
N -0.32 2.07 4.63
N -4.75 2.05 0.47
C 0.26 -4.05 2.13
C -5.23 1.33 -0.62
C -4.69 3.60 -3.41
C 6.55 2.76 3.12
C 5.70 2.66 4.40
C -6.32 0.39 -0.08
C -1.41 -2.66 0.97
C 5.76 2.39 1.86
C -5.05 -3.86 -3.88
C -0.57 -3.36 -3.85
C -0.56 4.58 -4.34
C -1.62 6.80 -4.64
C 0.17 -0.05 5.85
C -1.14 5.57 -5.33
C 0.71 2.50 -4.35
C 5.23 -2.03 4.61
C 6.03 1.87 -0.40
C -0.65 -5.25 -2.07
C 3.84 -2.38 2.59
C 1.74 -0.16 -0.31
C 3.77 -2.14 4.04
C -0.62 -3.74 -2.39
C -5.65 2.27 -1.74
C -1.57 0.43 -1.86
C 2.46 0.61 0.84
C -4.39 -2.77 -1.63
C 1.98 1.67 5.18
C -1.65 -1.43 6.40
C -3.54 -1.77 2.05
C -2.04 -2.13 2.25
C -4.88 -4.05 -2.36
C 0.26 0.34 -0.48
C -1.83 -7.21 -2.64
C 0.66 0.97 4.84
H -3.09 1.47 1.59
H -1.40 -2.03 0.09
H 0.04 2.01 -3.64
H 2.84 -2.60 2.20
H -2.26 -0.78 7.03
H 5.72 0.83 -0.44
H 2.51 1.70 0.73
H 4.82 3.26 4.21
H 1.93 -0.27 -2.28
H -3.42 -2.38 -1.96
H -0.84 -5.37 -1.01
H -4.46 0.71 -1.08
H -0.03 0.48 6.79
H -6.17 0.02 0.94
H 0.26 -5.79 -2.32
H 1.92 2.34 6.04
H -2.41 6.54 -3.94
H -0.43 5.92 -6.07
H 5.68 -1.11 4.25
H 4.04 -2.57 -2.50
H 0.33 -3.29 -0.67
H -2.46 5.42 -6.98
H -5.11 -4.86 -4.32
H 3.68 2.48 -2.55
H -4.39 -2.82 -0.54
H -6.02 -3.49 -4.21
H 0.91 -0.85 5.91
H 1.71 3.68 -1.23
H 1.67 -1.24 -0.16
H 2.77 1.62 -1.70
H -1.19 -0.97 3.67
H 6.71 2.00 -1.25
H -2.02 -3.53 0.73
H -6.53 2.86 -1.48
H -6.30 -0.48 -0.74
H -5.52 2.45 0.99
H 5.42 -1.97 -2.40
H -5.10 -1.96 -1.80
H -5.59 4.15 -3.68
H 7.41 2.11 3.08
H 1.27 -4.43 1.93
H -4.26 -3.22 -4.27
H 8.00 4.12 3.59
H -4.03 -2.71 1.79
H 5.34 1.40 2.00
H 5.17 2.50 -0.62
H -2.20 -7.52 -1.66
H -1.04 -2.07 7.05
H 0.98 1.72 -5.07
H -1.89 0.62 1.98
H -1.55 -3.36 -1.97
H -0.42 -4.90 2.03
H 3.46 -0.32 -5.12
H 3.48 -4.06 4.51
H -2.06 7.52 -5.33
H 0.68 3.13 1.21
H -2.15 0.51 -0.94
H 0.30 -3.55 3.10
H -2.12 -2.94 2.97
H 0.25 5.07 -3.79
H 4.94 3.08 1.65
H 0.85 0.36 3.95
H 5.32 -1.90 5.69
H -0.33 -0.02 0.37
H -4.48 2.74 -4.05
H -1.32 4.27 -3.64
H -2.37 -2.16 6.03
H 4.42 -3.27 2.34
H 0.19 1.42 -0.53
H -2.12 -0.12 -2.62
H -1.22 1.68 4.41
H 3.20 -1.25 4.31
H -0.30 -1.29 2.50
H -6.80 -3.95 -2.32
H 0.38 -3.55 -4.34
H -0.05 2.44 3.73
H 3.45 0.19 0.96
H 2.04 0.38 1.82
H -5.95 1.63 -2.57
H -3.89 4.30 -3.64
H 2.70 0.89 5.43
H 5.88 -2.81 4.20
H -1.73 4.17 -6.58
H -0.87 -2.33 -4.04
H 5.39 1.64 4.62
H 2.16 4.52 -0.05
H 1.53 3.03 -3.87
H -1.44 1.43 -2.27
H -7.29 0.87 0.06
H -0.63 2.70 1.81
H -0.82 7.28 -4.07
H -3.97 -1.50 3.01
H -4.31 2.87 0.06
H 3.78 -0.49 -3.65
H 3.17 -0.80 -1.53
H 2.43 2.16 4.32
H 6.22 3.14 5.23
H -1.35 -4.00 -4.27
H 0.49 -2.15 -1.82
H -3.68 -1.06 1.23
H 4.19 -1.50 2.06
H -0.93 -7.82 -2.67
H 7.46 4.21 2.07
H -4.07 -4.75 -2.15
H -2.55 -7.62 -3.35
*
```